Model A:
Here is a 2-piece molecular cluster, C5H14 overall from the Open Molecules 2025 dataset. Energies are from the ωB97M-V functional and the def2-TZVPD basis.

Properties
E_LUMO (alpha / beta) = 4.31 / 4.38 eV
2S+1 = 2
Gap between HOMO and LUMO (alpha / beta) = 2.7629 / 11.7370 eV
Total charge = -1

Bonds (Å) are listed after each position.
Geometry (Å):
1 C -2.119 -0.140 -1.568  C2 1.596, H3 1.036, H4 1.111, H5 1.083
2 C -2.242 1.354 -2.113  C1 1.596, H6 1.064, H7 1.102, H8 1.091
3 H -1.623 -0.226 -0.663  C1 1.036
4 H -3.152 -0.413 -1.264  C1 1.111
5 H -1.737 -0.769 -2.363  C1 1.083
6 H -1.653 1.971 -1.478  C2 1.064
7 H -3.318 1.592 -2.078  C2 1.102
8 H -1.697 1.522 -3.043  C2 1.091
9 C 2.008 -0.419 1.108  C10 1.525, C11 1.516, H12 1.136, H13 1.036
10 C 1.198 -1.699 0.937  C9 1.525, H14 1.120, H17 0.978, H18 1.060
11 C 1.390 0.842 1.679  C9 1.516, H15 1.117, H16 1.157, H19 1.107
12 H 2.834 -0.613 1.863  C9 1.136
13 H 2.471 -0.018 0.272  C9 1.036
14 H 0.945 -2.131 1.938  C10 1.120
15 H 0.302 0.916 1.438  C11 1.117
16 H 1.281 0.845 2.831  C11 1.157
17 H 1.685 -2.422 0.493  C10 0.978
18 H 0.295 -1.641 0.384  C10 1.060
19 H 1.958 1.756 1.417  C11 1.107


Model B:
Here is a 2-piece molecular cluster, C5H14 overall from the Open Molecules 2025 dataset. Energies are from the ωB97M-V functional and the def2-TZVPD basis.

Properties
E_LUMO (alpha / beta) = 4.10 / 4.10 eV
2S+1 = 2
Gap between HOMO and LUMO (alpha / beta) = 2.6369 / 11.6553 eV
Total charge = -1

Bonds (Å) are listed after each position.
Geometry (Å):
1 C -1.846 1.180 1.291  C2 1.527, H3 1.094, H4 1.085, H5 1.104
2 C -1.668 2.060 2.526  C1 1.527, H6 1.090, H7 1.098, H8 1.129
3 H -1.458 0.201 1.585  C1 1.094
4 H -2.889 1.180 0.990  C1 1.085
5 H -1.084 1.620 0.624  C1 1.104
6 H -1.986 3.100 2.593  C2 1.090
7 H -0.665 2.056 2.970  C2 1.098
8 H -2.246 1.609 3.385  C2 1.129
9 C 1.466 -0.843 -1.780  C10 1.511, C11 1.530, H12 1.078, H13 1.106
10 C 0.397 -1.893 -1.981  C9 1.511, H14 1.089, H15 1.100, H18 1.081
11 C 1.802 -0.603 -0.307  C9 1.530, H16 1.106, H17 1.090, H19 1.109
12 H 1.241 0.104 -2.243  C9 1.078
13 H 2.436 -1.221 -2.155  C9 1.106
14 H 0.776 -2.850 -1.625  C10 1.089
15 H -0.472 -1.570 -1.389  C10 1.100
16 H 1.013 -0.011 0.193  C11 1.106
17 H 2.718 -0.042 -0.121  C11 1.090
18 H 0.144 -2.060 -3.019  C10 1.081
19 H 1.663 -1.572 0.214  C11 1.109


Decreasing stability: model B, model A


Model A:
Here is an isolated ion of composition C5H9O and charge +1 from the Open Molecules 2025 dataset. Energies are from the ωB97M-V functional and the def2-TZVPD basis.

Properties
E_LUMO (alpha / beta) = -4.85 / -5.32 eV
Gap between HOMO and LUMO (alpha / beta) = 9.5474 / 7.2729 eV
Total charge = +1

Bonds (Å) are listed after each position.
Geometry (Å):
1 C -1.625 -0.381 0.167  C2 1.409, C3 1.342, H7 1.145
2 C -0.451 0.396 0.188  C1 1.409, O6 1.373, H8 1.015
3 C -2.803 0.215 -0.071  C1 1.342, H9 1.043, H10 1.109
4 C 1.187 -1.384 0.156  O6 1.393, H11 1.036, H12 1.071
5 C 1.932 0.891 0.019  O6 1.430, H13 1.200, H14 0.983, H15 1.133
6 O 0.846 -0.037 0.056  C2 1.373, C4 1.393, C5 1.430
7 H -1.426 -1.509 0.146  C1 1.145
8 H -0.392 1.408 0.244  C2 1.015
9 H -3.606 -0.447 -0.137  C3 1.043
10 H -2.747 1.298 -0.303  C3 1.109
11 H 2.052 -1.679 -0.333  C4 1.036
12 H 0.503 -2.173 -0.081  C4 1.071
13 H 1.786 1.573 0.996  C5 1.200
14 H 2.801 0.435 -0.050  C5 0.983
15 H 1.942 1.394 -0.996  C5 1.133


Model B:
Here is an isolated ion of composition C5H9O and charge +1 from the Open Molecules 2025 dataset. Energies are from the ωB97M-V functional and the def2-TZVPD basis.

Properties
E_LUMO = -6.31 eV
Gap between HOMO and LUMO = 8.3049 eV
Total charge = +1

Bonds (Å) are listed after each position.
Geometry (Å):
1 C -0.669 2.003 0.034  C3 1.431, H7 1.034, H8 1.030
2 C -1.651 -1.396 0.169  O6 1.215, H9 1.134, H10 1.148
3 C -0.527 0.608 -0.254  C1 1.431, C5 1.529, O6 1.396
4 C 1.544 -0.603 0.504  C5 1.572, H11 1.062, H12 1.158, H13 1.089
5 C 0.790 -0.001 -0.737  C3 1.529, C4 1.572, H14 1.049, H15 1.029
6 O -1.563 -0.186 0.239  C2 1.215, C3 1.396
7 H -1.541 2.343 0.476  C1 1.034
8 H -0.009 2.725 -0.285  C1 1.030
9 H -2.644 -1.839 0.493  C2 1.134
10 H -0.880 -1.970 -0.458  C2 1.148
11 H 0.900 -1.365 0.865  C4 1.062
12 H 1.493 0.196 1.341  C4 1.158
13 H 2.586 -0.741 0.220  C4 1.089
14 H 1.398 0.806 -1.018  C5 1.049
15 H 0.773 -0.581 -1.587  C5 1.029


Decreasing stability: model B, model A


Model A:
Here is one molecule with the formula C6H11NO4S from the Open Molecules 2025 dataset. Energies are from the ωB97M-V functional and the def2-TZVPD basis.

Properties
E_LUMO = 0.42 eV
Gap between HOMO and LUMO = 9.3060 eV
Structure (SMILES) = CC1=C[C@H](S(N)(=O)=O)[C@@](C)(O)O1
Total charge = 0

Bonds (Å) are listed after each position.
Geometry (Å):
1 C -1.939 -2.359 0.437  C2 1.488, H13 1.077, H14 1.093, H15 1.003
2 C -1.007 -1.257 0.072  C1 1.488, C3 1.340, O12 1.339
3 C 0.216 -1.024 0.567  C2 1.340, C4 1.508, H16 1.082
4 C 0.753 0.176 -0.170  C3 1.508, S5 1.856, C9 1.552, H17 1.116
5 S 1.348 1.367 1.123  C4 1.856, N6 1.638, O7 1.427, O8 1.415
6 N 2.409 0.444 1.962  S5 1.638, H18 1.004, H19 1.024
7 O 2.031 2.449 0.491  S5 1.427
8 O 0.250 1.651 1.970  S5 1.415
9 C -0.345 0.484 -1.223  C4 1.552, C10 1.474, O11 1.434, O12 1.508
10 C -0.676 1.920 -1.247  C9 1.474, H20 1.100, H21 1.142, H22 1.082
11 O 0.229 -0.018 -2.437  C9 1.434, H23 0.997
12 O -1.510 -0.377 -0.802  C2 1.339, C9 1.508
13 H -2.491 -2.594 -0.457  C1 1.077
14 H -2.619 -1.959 1.194  C1 1.093
15 H -1.399 -3.182 0.630  C1 1.003
16 H 0.815 -1.508 1.327  C3 1.082
17 H 1.656 -0.279 -0.644  C4 1.116
18 H 2.945 -0.057 1.275  N6 1.004
19 H 1.918 -0.229 2.557  N6 1.024
20 H 0.236 2.505 -1.433  C10 1.100
21 H -0.943 2.030 -0.142  C10 1.142
22 H -1.411 2.189 -1.994  C10 1.082
23 H -0.466 -0.371 -3.058  O11 0.997


Model B:
Here is one molecule with the formula C6H11NO4S from the Open Molecules 2025 dataset. Energies are from the ωB97M-V functional and the def2-TZVPD basis.

Properties
E_LUMO (alpha / beta) = -1.52 / -1.52 eV
Gap between HOMO and LUMO (alpha / beta) = 7.6968 / 7.6929 eV
Structure (SMILES) = COC(C)(C)C(C(N)=O)=S(=O)=O
Total charge = 0

Bonds (Å) are listed after each position.
Geometry (Å):
1 C 0.919 1.518 -1.428  O2 1.475, H13 1.098, H14 1.154, H15 1.158
2 O 0.293 0.209 -1.691  C1 1.475, C3 1.404
3 C -0.457 -0.327 -0.632  O2 1.404, C4 1.537, C5 1.505, C6 1.489
4 C -1.644 0.577 -0.262  C3 1.537, H16 1.125, H17 1.067, H18 1.124
5 C -0.942 -1.604 -1.263  C3 1.505, H19 1.136, H20 1.127, H21 1.126
6 C 0.378 -0.577 0.574  C3 1.489, C7 1.552, S10 1.676
7 C 0.261 0.364 1.804  C6 1.552, N8 1.377, O9 1.199
8 N -0.329 -0.207 2.909  C7 1.377, H22 1.055, H23 0.968
9 O 0.723 1.470 1.766  C7 1.199
10 S 2.000 -0.553 0.154  C6 1.676, O11 1.413, O12 1.451
11 O 2.299 -1.380 -0.952  S10 1.413
12 O 2.881 -0.412 1.299  S10 1.451
13 H 0.693 2.295 -2.171  C1 1.098
14 H 2.043 1.256 -1.429  C1 1.154
15 H 0.787 1.900 -0.343  C1 1.158
16 H -2.483 0.321 -0.967  C4 1.125
17 H -1.313 1.585 -0.378  C4 1.067
18 H -1.890 0.363 0.813  C4 1.124
19 H -1.339 -1.197 -2.246  C5 1.136
20 H -1.815 -2.168 -0.824  C5 1.127
21 H -0.080 -2.327 -1.227  C5 1.126
22 H -0.740 -1.144 2.652  N8 1.055
23 H -0.244 0.037 3.842  N8 0.968


Decreasing stability: model A, model B


Model A:
Here is a 2-piece molecular cluster, C3H8BNO overall from the Open Molecules 2025 dataset. Energies are from the ωB97M-V functional and the def2-TZVPD basis.

Properties
E_LUMO = 0.53 eV
Gap between HOMO and LUMO = 8.6304 eV
Total charge = 0

Bonds (Å) are listed after each position.
Geometry (Å):
1 B -1.223 0.584 0.051  C2 1.521, O6 1.296
2 C 0.175 0.189 0.500  B1 1.521, C3 1.337, H7 1.084
3 C 1.221 0.269 -0.330  C2 1.337, C4 1.488, H8 1.082
4 C 2.609 -0.160 -0.003  C3 1.488, H9 1.090, H10 1.090, H11 1.086
5 N -2.882 -1.125 -0.187  H12 1.020, H13 1.021
6 O -1.757 1.684 -0.382  B1 1.296, H14 0.960
7 H 0.337 -0.239 1.482  C2 1.084
8 H 1.079 0.664 -1.327  C3 1.082
9 H 3.301 0.668 -0.157  C4 1.090
10 H 2.913 -0.968 -0.669  C4 1.090
11 H 2.687 -0.504 1.024  C4 1.086
12 H -2.359 -1.923 0.177  N5 1.020
13 H -3.465 -0.809 0.588  N5 1.021
14 H -2.636 1.669 -0.768  O6 0.960


Model B:
Here is one molecule with the formula C3H8BNO from the Open Molecules 2025 dataset. Energies are from the ωB97M-V functional and the def2-TZVPD basis.

Properties
E_LUMO = 0.42 eV
Gap between HOMO and LUMO = 9.3743 eV
Total charge = 0

Bonds (Å) are listed after each position.
Geometry (Å):
1 B 0.966 -0.680 1.348  C4 1.481, H7 1.197, H8 1.191
2 C -1.245 -0.463 0.014  C4 1.499, N5 1.456, H9 1.105, H10 1.107
3 C 1.008 0.752 -0.785  O6 1.346, H11 1.085, H12 1.134
4 C 0.141 -1.013 0.165  B1 1.481, C2 1.499, H13 1.153
5 N -1.208 0.985 -0.136  C2 1.456, O6 1.439, H14 1.031
6 O -0.214 1.175 -1.160  C3 1.346, N5 1.439
7 H 2.142 -0.874 1.238  B1 1.197
8 H 0.500 0.192 2.013  B1 1.191
9 H -1.963 -0.943 -0.675  C2 1.105
10 H -1.511 -0.532 1.087  C2 1.107
11 H 1.571 1.447 -0.170  C3 1.085
12 H 1.668 0.595 -1.694  C3 1.134
13 H 0.213 -1.875 -0.598  C4 1.153
14 H -2.068 1.234 -0.646  N5 1.031


Model C:
Here is one molecule with the formula C3H8BNO from the Open Molecules 2025 dataset. Energies are from the ωB97M-V functional and the def2-TZVPD basis.

Properties
E_LUMO = 0.77 eV
Gap between HOMO and LUMO = 10.3227 eV
Total charge = 0

Bonds (Å) are listed after each position.
Geometry (Å):
1 B 0.435 -0.360 -0.913  C2 1.637, C4 1.812, N5 1.602, H8 1.138
2 C 1.775 0.195 -0.154  B1 1.637, N5 1.490, H9 1.119, H10 1.017
3 C -1.169 0.698 0.617  C4 1.610, O6 1.438, H11 1.226, H12 1.118
4 C -1.331 0.041 -0.844  B1 1.812, C3 1.610, H7 1.018, H13 1.054
5 N 0.813 -0.642 0.618  B1 1.602, C2 1.490, O6 1.536, H14 1.068
6 O -0.343 -0.108 1.475  C3 1.438, N5 1.536
7 H -1.778 0.550 -1.604  C4 1.018
8 H 0.502 -1.384 -1.406  B1 1.138
9 H 2.759 -0.337 -0.182  C2 1.119
10 H 1.752 1.141 0.217  C2 1.017
11 H -0.563 1.757 0.492  C3 1.226
12 H -2.098 0.747 1.238  C3 1.118
13 H -1.885 -0.854 -0.800  C4 1.054
14 H 1.132 -1.444 1.246  N5 1.068


Decreasing stability: model A, model C, model B


Model A:
Here is an isolated ion of composition C5H9N2O and charge +1 from the Open Molecules 2025 dataset. Energies are from the ωB97M-V functional and the def2-TZVPD basis.

Properties
E_LUMO = -3.92 eV
Gap between HOMO and LUMO = 11.0092 eV
Structure (SMILES) = CC1=NC(=[NH2+])OCC1
Total charge = +1

Bonds (Å) are listed after each position.
Geometry (Å):
1 C 2.150 -1.059 -0.175  C2 1.476, H9 1.086, H10 1.087, H11 1.092
2 C 0.832 -0.402 -0.065  C1 1.476, N3 1.274, C8 1.509
3 N -0.203 -1.107 -0.298  C2 1.274, C4 1.586
4 C -1.579 -0.357 -0.052  N3 1.586, N5 1.295, O6 1.271
5 N -2.567 -1.148 0.223  C4 1.295, H12 1.013, H13 1.014
6 O -1.669 0.908 -0.133  C4 1.271, C7 1.448
7 C -0.465 1.691 -0.318  O6 1.448, C8 1.525, H14 1.091, H15 1.096
8 C 0.727 1.038 0.372  C2 1.509, C7 1.525, H16 1.096, H17 1.088
9 H 2.937 -0.386 -0.501  C1 1.086
10 H 2.088 -1.918 -0.838  C1 1.087
11 H 2.421 -1.427 0.816  C1 1.092
12 H -2.396 -2.145 0.265  N5 1.013
13 H -3.503 -0.804 0.401  N5 1.014
14 H -0.705 2.667 0.107  C7 1.091
15 H -0.300 1.804 -1.396  C7 1.096
16 H 0.596 1.059 1.461  C8 1.096
17 H 1.635 1.587 0.131  C8 1.088


Model B:
Here is a 2-piece molecular cluster, C5H9N2O overall from the Open Molecules 2025 dataset. Energies are from the ωB97M-V functional and the def2-TZVPD basis.

Properties
E_LUMO = -3.06 eV
Gap between HOMO and LUMO = 11.3972 eV
Total charge = +1

Bonds (Å) are listed after each position.
Geometry (Å):
1 C -3.027 0.474 -0.265  N6 1.194, O8 1.197
2 C 1.730 -0.995 -0.708  C3 1.514, C4 1.472, H9 1.091, H10 1.023
3 C 0.575 -1.077 0.268  C2 1.514, C4 1.517, C5 1.451, H11 1.053
4 C 1.926 -0.516 0.670  C2 1.472, C3 1.517, C5 1.551, H12 1.095
5 C 0.611 0.306 0.707  C3 1.451, C4 1.551, N7 1.523, H13 1.092
6 N -3.496 -0.546 0.143  C1 1.194, H14 1.031
7 N 0.340 1.468 -0.240  C5 1.523, H15 1.054, H16 1.008, H17 0.986
8 O -2.353 1.439 -0.480  C1 1.197
9 H 2.393 -1.825 -0.956  C2 1.091
10 H 1.672 -0.234 -1.389  C2 1.023
11 H 0.064 -1.927 0.621  C3 1.053
12 H 2.544 -0.772 1.537  C4 1.095
13 H 0.398 0.508 1.759  C5 1.092
14 H -3.997 -1.404 -0.129  N6 1.031
15 H 0.947 1.282 -1.082  N7 1.054
16 H 0.275 2.427 0.063  N7 1.008
17 H -0.602 1.391 -0.519  N7 0.986


Decreasing stability: model A, model B